Formula: C41H65ClN5O11S2
Source: OMol25
Level of theory: ωB97M-V/def2-TZVPD

Each atom is followed by the atoms it is bonded to, with distances in Å.
Element x y z (Å)
1 C 7.021 -1.375 0.532  C2 1.598, H31 1.137, H32 1.124, H33 1.123
2 C 5.604 -1.158 1.239  C1 1.598, C3 1.604, H34 1.123, H35 1.124
3 C 4.501 -1.805 0.271  C2 1.604, C4 1.591, H36 1.121, H37 1.121
4 C 3.174 -1.986 1.129  C3 1.591, C5 1.604, H38 1.127, H39 1.132
5 C 1.924 -1.190 0.516  C4 1.604, C6 1.602, H40 1.123, H41 1.127
6 C 0.632 -1.992 1.022  C5 1.602, C7 1.587, H42 1.132, H43 1.121
7 C -0.668 -1.084 1.071  C6 1.587, C8 1.575, H44 1.121, H45 1.137
8 C -1.598 -1.320 -0.179  C7 1.575, C9 1.611, H46 1.123, H47 1.125
9 C -3.016 -0.575 -0.011  C8 1.611, N10 1.503, H48 1.121, H49 1.123
10 N -2.736 0.676 0.774  C9 1.503, C11 1.474, C18 1.440
11 C -2.204 1.653 -0.193  N10 1.474, C12 1.584, H50 1.121, H51 1.126
12 C -3.414 2.560 -0.664  C11 1.584, C13 1.594, N17 1.492, H52 1.122
13 C -4.283 2.139 -1.932  C12 1.594, C14 1.562, H53 1.129, H54 1.124
14 C -3.464 1.915 -3.242  C13 1.562, O15 1.220, Cl16 1.837
15 O -3.570 0.824 -3.779  C14 1.220
16 Cl -2.399 3.228 -3.961  C14 1.837
17 N -4.291 2.418 0.535  C12 1.492, C18 1.442, H55 1.029
18 C -3.850 1.346 1.394  N10 1.440, N17 1.442, N19 1.305
19 N -4.361 1.069 2.563  C18 1.305, C20 1.499, H56 1.023
20 C -3.845 -0.065 3.396  N19 1.499, C21 1.584, H57 1.120, H58 1.121
21 C -2.501 0.262 4.167  C20 1.584, C22 1.607, H59 1.126, H60 1.121
22 C -2.441 -0.722 5.436  C21 1.607, S23 1.855, H61 1.130, H62 1.130
23 S -2.741 -2.489 4.958  C22 1.855, C24 1.846
24 C -1.105 -3.274 4.616  S23 1.846, S25 1.647, N26 1.434
25 S 0.111 -3.075 5.709  C24 1.647
26 N -0.914 -4.058 3.431  C24 1.434, C27 1.411, C30 1.417
27 C -1.781 -4.287 2.343  N26 1.411, C28 1.455, H63 1.112
28 C -1.087 -5.173 1.421  C27 1.455, N29 1.424, H64 1.118
29 N 0.189 -5.460 1.984  C28 1.424, C30 1.353
30 C 0.260 -4.805 3.165  N26 1.417, N29 1.353, H65 1.113
31 H 7.494 -2.279 1.035  C1 1.137
32 H 7.623 -0.446 0.726  C1 1.124
33 H 6.816 -1.553 -0.558  C1 1.123
34 H 5.528 -1.623 2.259  C2 1.123
35 H 5.338 -0.069 1.322  C2 1.124
36 H 4.814 -2.802 -0.134  C3 1.121
37 H 4.279 -1.083 -0.557  C3 1.121
38 H 3.302 -1.709 2.214  C4 1.127
39 H 2.881 -3.079 1.126  C4 1.132
40 H 2.039 -1.240 -0.600  C5 1.123
41 H 1.907 -0.117 0.861  C5 1.127
42 H 0.868 -2.252 2.098  C6 1.132
43 H 0.534 -2.903 0.377  C6 1.121
44 H -0.334 -0.023 1.213  C7 1.121
45 H -1.239 -1.402 2.001  C7 1.137
46 H -1.074 -0.902 -1.080  C8 1.123
47 H -1.835 -2.404 -0.361  C8 1.125
48 H -3.804 -1.238 0.431  C9 1.121
49 H -3.342 -0.299 -1.050  C9 1.123
50 H -1.699 1.285 -1.124  C11 1.121
51 H -1.452 2.330 0.301  C11 1.126
52 H -3.137 3.647 -0.715  C12 1.122
53 H -4.815 1.172 -1.692  C13 1.129
54 H -5.075 2.912 -2.125  C13 1.124
55 H -5.222 2.190 0.164  N17 1.029
56 H -5.129 1.671 2.869  N19 1.023
57 H -3.648 -0.920 2.700  C20 1.120
58 H -4.636 -0.305 4.153  C20 1.121
59 H -1.627 -0.016 3.514  C21 1.126
60 H -2.403 1.326 4.505  C21 1.121
61 H -1.410 -0.621 5.887  C22 1.130
62 H -3.209 -0.362 6.183  C22 1.130
63 H -2.806 -3.862 2.266  C27 1.112
64 H -1.449 -5.594 0.451  C28 1.118
65 H 1.176 -4.862 3.796  C30 1.113
66 O -0.199 -1.785 -3.433  C67 1.201
67 C -0.290 -1.647 -4.622  O66 1.201, O68 1.357, C71 1.509
68 O 0.038 -2.608 -5.521  C67 1.357, C69 1.436
69 C -0.081 -2.082 -6.852  O68 1.436, C70 1.514, H72 1.093, H73 1.090
70 C -1.029 -0.908 -6.732  C69 1.514, C71 1.518, H74 1.090, H75 1.093
71 C -0.732 -0.393 -5.335  C67 1.509, C70 1.518, H76 1.093, H77 1.091
72 H 0.913 -1.782 -7.197  C69 1.093
73 H -0.466 -2.854 -7.518  C69 1.090
74 H -0.893 -0.162 -7.515  C70 1.090
75 H -2.063 -1.261 -6.780  C70 1.093
76 H 0.091 0.324 -5.334  C71 1.093
77 H -1.614 0.040 -4.861  C71 1.091
78 O 3.036 1.688 -1.471  C79 1.198
79 C 2.915 1.785 -2.660  O78 1.198, O80 1.358, C83 1.510
80 O 3.222 0.792 -3.534  C79 1.358, C81 1.434
81 C 3.068 1.269 -4.877  O80 1.434, C82 1.515, H84 1.093, H85 1.090
82 C 2.121 2.447 -4.776  C81 1.515, C83 1.518, H86 1.090, H87 1.094
83 C 2.454 3.013 -3.408  C79 1.510, C82 1.518, H88 1.092, H89 1.089
84 H 4.051 1.558 -5.259  C81 1.093
85 H 2.667 0.473 -5.504  C81 1.090
86 H 2.236 3.164 -5.589  C82 1.090
87 H 1.086 2.093 -4.784  C82 1.094
88 H 3.275 3.731 -3.452  C83 1.092
89 H 1.582 3.458 -2.931  C83 1.089
90 O 0.546 2.017 4.150  C91 1.198
91 C 0.247 3.141 3.859  O90 1.198, O92 1.359, C95 1.510
92 O -0.132 4.081 4.764  C91 1.359, C93 1.435
93 C -0.524 5.279 4.078  O92 1.435, C94 1.515, H96 1.094, H97 1.090
94 C 0.156 5.205 2.727  C93 1.515, C95 1.518, H98 1.090, H99 1.093
95 C 0.189 3.710 2.462  C91 1.510, C94 1.518, H100 1.092, H101 1.089
96 H -1.615 5.291 3.995  C93 1.094
97 H -0.205 6.149 4.650  C93 1.090
98 H -0.357 5.778 1.954  C94 1.090
99 H 1.178 5.585 2.805  C94 1.093
100 H -0.725 3.362 1.975  C95 1.092
101 H 1.065 3.421 1.884  C95 1.089
102 O -7.860 2.773 -0.068  C103 1.201
103 C -7.607 3.923 -0.304  O102 1.201, O104 1.360, C107 1.506
104 O -6.374 4.350 -0.687  C103 1.360, C105 1.441
105 C -6.381 5.788 -0.782  O104 1.441, C106 1.514, H108 1.093, H109 1.090
106 C -7.834 6.170 -0.965  C105 1.514, C107 1.518, H110 1.090, H111 1.093
107 C -8.555 5.087 -0.182  C103 1.506, C106 1.518, H112 1.092, H113 1.088
108 H -5.955 6.199 0.137  C105 1.093
109 H -5.767 6.102 -1.626  C105 1.090
110 H -8.059 7.181 -0.626  C106 1.090
111 H -8.106 6.100 -2.021  C106 1.093
112 H -8.662 5.349 0.873  C107 1.092
113 H -9.524 4.850 -0.618  C107 1.088
114 O 10.202 -4.264 -0.474  C115 1.197
115 C 9.390 -4.969 0.051  O114 1.197, O116 1.362, C119 1.509
116 O 8.186 -4.526 0.510  C115 1.362, C117 1.435
117 C 7.506 -5.600 1.176  O116 1.435, C118 1.515, H120 1.094, H121 1.090
118 C 8.121 -6.869 0.623  C117 1.515, C119 1.518, H122 1.090, H123 1.093
119 C 9.550 -6.441 0.343  C115 1.509, C118 1.518, H124 1.092, H125 1.088
120 H 7.663 -5.496 2.253  C117 1.094
121 H 6.437 -5.541 0.968  C117 1.090
122 H 8.041 -7.717 1.303  C118 1.090
123 H 7.630 -7.141 -0.314  C118 1.093
124 H 10.191 -6.561 1.219  C119 1.092
125 H 9.968 -6.967 -0.513  C119 1.088

Spin multiplicity   1
LUMO level   -0.1058 Ha
Charge   +1
E_tot   -107729.4852 eV